[1]
The following is a DFT calculation (wB97M-V/def2-TZVPD) of a cluster of 5 separate species, C5H21NO4 in total in a non-equilibrium geometry.

Each line ends with the Mulliken charge.
Atoms and positions in Å:
1 O 0.0895 0.9101 3.7650  -0.737
2 O -2.4527 0.6137 2.2075  -0.666
3 O -1.9986 -1.7935 0.4553  -0.679
4 O 0.1800 -1.3288 2.0722  -0.583
5 N 0.2869 -0.6091 -2.6048  -0.371
6 C 1.9287 0.7159 0.5399  -0.700
7 C -1.0527 -0.3518 -3.1828  -0.895
8 C 1.2260 1.7280 -2.3162  -1.442
9 C 0.7304 0.4293 -1.6711  0.306
10 C 1.7970 -0.1523 -0.7125  -0.508
11 H -0.0997 0.6871 -1.0019  0.056
12 H 0.4499 -0.7680 2.8257  0.319
13 H 1.5546 1.7414 0.4619  0.382
14 H 2.7479 -0.3419 -1.2097  0.401
15 H -1.5547 0.4274 -2.6137  0.322
16 H 1.3729 -1.1012 -0.3769  0.280
17 H 0.6076 2.0111 -3.1674  0.382
18 H -0.8619 0.7385 3.6263  0.381
19 H 0.9353 -0.5117 -3.3797  0.304
20 H 2.2147 1.5130 -2.7219  0.364
21 H -1.3590 -1.6180 -0.2495  0.296
22 H -2.9307 -0.1749 2.4791  0.306
23 H 1.4028 0.2979 1.3929  -0.228
24 H -1.5595 -1.3059 -3.2767  0.297
25 H 0.2249 1.4617 2.9787  0.349
26 H 0.5520 -2.1908 2.2981  0.273
27 H 2.9639 0.8524 0.8684  0.357
28 H -1.0422 0.1654 -4.1520  0.352
29 H -1.4826 -1.9667 1.2574  0.369
30 H 1.3586 2.5697 -1.6431  0.377
31 H -2.3281 0.5003 1.2574  0.338

Atoms 1-2, force components in eV/Å:
-0.54 0.10 -0.61
0.00 0.32 0.22

Computed properties:
HOMO-LUMO gap ... 9.7 eV
Energy above the lowest of the compared OMol25 structures with the same formula, charge and spin ... 21.52 kcal/mol
SMILES ... CC[C@@H](C)NC.O.O.O.O
Net charge ... 0

[2]
The following is a DFT calculation (wB97M-V/def2-TZVPD) of a cluster of 6 separate species, C5H21NO6 in total in a non-equilibrium geometry.

Each line ends with the Mulliken charge.
Atoms and positions in Å:
1 O -0.1898 -1.3671 1.9020  -0.441
2 O -0.3358 -3.6815 0.5058  -0.703
3 O 2.0439 -0.4761 2.6850  -0.623
4 O 0.8411 2.9021 2.2829  -0.639
5 O 1.6835 0.3733 -0.3679  -0.527
6 O -1.8986 0.3873 3.1764  -0.643
7 N 0.0693 -1.3921 -1.1652  -0.485
8 C -1.1436 1.5430 -1.1659  0.319
9 C -0.9730 0.5822 -2.2623  -0.654
10 C -1.8771 2.6098 -1.1093  -0.819
11 C 1.5646 0.1889 -1.8283  -0.720
12 C 0.2370 -0.3291 -2.1417  0.258
13 H 2.5132 -0.4250 -1.9969  0.215
14 H -1.0045 -3.6852 -0.2389  0.320
15 H -1.9642 -0.1622 -2.0964  0.182
16 H 1.8113 1.2169 -2.1808  0.309
17 H -1.7232 0.1810 2.2347  0.314
18 H 1.6492 0.2440 2.4094  0.236
19 H -0.4117 1.3194 -0.2839  -0.150
20 H -0.8448 -1.5876 -0.8656  0.170
21 H -1.1104 0.0808 3.6500  0.312
22 H 1.2066 2.3347 1.6542  0.297
23 H -2.1903 3.2119 -0.2814  0.294
24 H 0.2688 -0.9241 -3.1921  0.297
25 H -2.3018 2.9189 -2.0282  0.261
26 H 0.4858 -3.4666 -0.0719  0.381
27 H 2.9356 -0.3349 2.3372  0.338
28 H 0.0054 3.0743 1.7824  0.346
29 H 0.6284 -1.4938 2.1482  0.257
30 H -1.1377 0.8857 -3.3507  0.337
31 H -0.5358 -2.0745 1.3890  0.228
32 H 0.5141 -2.1763 -1.5853  0.247
33 H 1.1845 -0.4781 0.0554  0.486

Atoms 1-2, force components in eV/Å:
-6.97 2.57 -1.46
0.84 0.22 -3.36

Computed properties:
HOMO-LUMO gap ... 9.7 eV
Energy above the lowest of the compared OMol25 structures with the same formula, charge and spin ... 100.87 kcal/mol
SMILES ... C=CC[C@H](N)CO.O.O.O.O.O
Net charge ... 0

- Which value of net charge does entry 1 give?
  0